Density functional theory data (ωB97M-V/def2-TZVPD) for a cluster of 4 separate species, C23H54N5O9 in total.

Calculated values
- total energy (a.u.) = -1859.5978
- Kohn-Sham gap (eV) = 5.83
- net charge = -1

Element x y z (Å)
N (3.141, -1.131, -2.355)
C (4.314, -1.963, -2.110)
O (5.013, -2.269, -3.025)
C (4.513, -2.429, -0.693)
C (5.955, -2.722, -0.296)
C (6.601, -1.550, 0.433)
N (6.622, -0.320, -0.355)
C (8.058, -1.934, 0.804)
O (8.326, -1.973, 2.023)
O (8.811, -2.060, -0.196)
H (3.308, -0.235, -1.908)
H (2.357, -1.540, -1.856)
H (4.058, -1.698, -0.025)
H (3.912, -3.338, -0.603)
H (6.559, -2.966, -1.165)
H (5.982, -3.592, 0.359)
H (6.057, -1.366, 1.359)
H (7.112, -0.490, -1.224)
H (5.696, 0.048, -0.527)
C (-0.683, -0.705, -2.000)
O (-0.145, 0.536, -2.397)
C (0.476, 0.535, -3.683)
C (-0.316, 1.375, -4.657)
N (-1.591, 0.758, -5.006)
C (-2.502, 1.641, -5.729)
C (-3.014, 2.867, -4.982)
O (-3.917, 2.573, -3.933)
C (-3.330, 2.059, -2.750)
H (-0.990, -0.608, -0.959)
H (-1.557, -0.992, -2.597)
H (0.062, -1.504, -2.072)
H (0.605, -0.485, -4.050)
H (1.470, 0.968, -3.567)
H (0.269, 1.501, -5.573)
H (-0.436, 2.368, -4.201)
H (-2.050, 0.440, -4.163)
H (-3.369, 1.054, -6.043)
H (-1.996, 1.975, -6.640)
H (-3.573, 3.489, -5.687)
H (-2.187, 3.480, -4.604)
H (-2.307, 2.409, -2.612)
H (-3.349, 0.964, -2.743)
H (-3.929, 2.406, -1.907)
C (0.030, 4.067, -1.072)
O (-1.252, 3.664, -0.631)
C (-1.264, 2.429, 0.077)
C (-1.626, 2.637, 1.530)
N (-0.572, 3.340, 2.244)
C (-0.909, 3.732, 3.607)
C (-2.050, 4.722, 3.809)
O (-1.780, 6.024, 3.327)
C (-2.080, 6.245, 1.962)
H (-0.108, 4.938, -1.711)
H (0.688, 4.343, -0.241)
H (0.515, 3.277, -1.654)
H (-0.304, 1.917, -0.020)
H (-2.027, 1.794, -0.384)
H (-1.775, 1.658, 1.997)
H (-2.589, 3.168, 1.557)
H (-0.307, 4.162, 1.718)
H (-0.012, 4.165, 4.056)
H (-1.141, 2.825, 4.175)
H (-2.204, 4.829, 4.886)
H (-2.993, 4.356, 3.387)
H (-2.938, 5.650, 1.637)
H (-1.230, 6.024, 1.311)
H (-2.325, 7.302, 1.848)
C (-2.208, -6.536, 1.728)
O (-2.899, -5.304, 1.723)
C (-3.480, -4.945, 2.969)
C (-2.809, -3.721, 3.550)
N (-1.445, -4.013, 3.961)
C (-0.665, -2.849, 4.372)
C (-0.385, -1.770, 3.334)
O (0.470, -2.184, 2.289)
C (-0.156, -2.811, 1.190)
H (-1.917, -6.747, 0.701)
H (-1.305, -6.503, 2.348)
H (-2.848, -7.349, 2.085)
H (-3.425, -5.781, 3.672)
H (-4.535, -4.719, 2.791)
H (-3.376, -3.393, 4.427)
H (-2.871, -2.922, 2.798)
H (-0.963, -4.478, 3.203)
H (0.298, -3.212, 4.738)
H (-1.172, -2.382, 5.223)
H (0.136, -0.955, 3.841)
H (-1.309, -1.348, 2.917)
H (-1.162, -2.417, 1.019)
H (-0.213, -3.897, 1.312)
H (0.453, -2.609, 0.309)

Forces on atoms 1 to 2 (eV/Å):
N 0.0 -0.1 -0.2
C -0.3 0.1 0.1

---

Density functional theory data (ωB97M-V/def2-TZVPD) for the ion C7H9Cl2N4 with charge +1.

Calculated values
- total energy (a.u.) = -1411.1558
- Kohn-Sham gap (eV) = 9.20
- SMILES string = C#CCc1nnn([C@H](Cl)[C@H](C)Cl)[nH+]1
- net charge = +1
- energy above the lowest of the compared OMol25 structures with the same formula, charge and spin (kJ/mol) = 160.2

Element x y z (Å)
C (-2.359, 0.108, -4.294)
C (-1.498, 0.577, -3.610)
C (-0.466, 1.229, -2.806)
C (0.082, 0.272, -1.803)
N (0.890, -0.765, -2.017)
N (1.082, -1.368, -0.871)
N (0.429, -0.732, 0.049)
C (0.341, -1.147, 1.454)
Cl (-1.057, -2.235, 1.544)
C (0.307, 0.086, 2.387)
C (1.441, -0.018, 3.415)
Cl (-1.253, 0.267, 3.209)
N (-0.207, 0.305, -0.499)
H (-3.124, -0.291, -4.917)
H (0.342, 1.585, -3.444)
H (-0.907, 2.077, -2.281)
H (1.197, -1.773, 1.671)
H (0.427, 0.984, 1.789)
H (1.697, -1.055, 3.616)
H (1.135, 0.431, 4.354)
H (2.322, 0.516, 3.063)
H (-0.820, 0.947, -0.008)

Forces on atoms 1 to 2 (eV/Å):
C 0.0 0.0 0.0
C -0.1 0.1 -0.1

---

Density functional theory data (ωB97M-V/def2-TZVPD) for an isolated molecule of C18H24N4O3.

Calculated values
- total energy (a.u.) = -1145.0919
- Kohn-Sham gap (eV) = 8.48
- SMILES string = CCCCOc1ccc(NC(=O)C(=O)NCCCn2ccnc2)cc1
- energy above the lowest of the compared OMol25 structures with the same formula, charge and spin (kJ/mol) = 188.1

Element x y z (Å)
C (4.307, 3.779, -4.789)
C (3.098, 3.179, -4.082)
C (2.861, 1.711, -4.440)
C (3.884, 0.777, -3.787)
O (3.843, 0.821, -2.376)
C (2.840, 0.192, -1.705)
C (1.873, -0.634, -2.270)
C (0.924, -1.240, -1.467)
C (0.915, -1.037, -0.092)
N (-0.060, -1.681, 0.668)
C (-0.333, -1.578, 1.975)
O (0.260, -0.940, 2.831)
C (-1.578, -2.394, 2.336)
O (-2.127, -3.143, 1.546)
N (-1.966, -2.155, 3.593)
C (-3.187, -2.639, 4.180)
C (-4.154, -1.499, 4.514)
C (-4.775, -0.844, 3.274)
N (-3.801, -0.233, 2.411)
C (-2.943, 0.785, 2.731)
C (-2.186, 1.007, 1.619)
N (-2.559, 0.154, 0.628)
C (-3.521, -0.568, 1.130)
C (1.879, -0.207, 0.477)
C (2.824, 0.396, -0.323)
H (4.399, 4.834, -4.543)
H (4.203, 3.686, -5.868)
H (5.225, 3.282, -4.487)
H (2.208, 3.752, -4.354)
H (3.228, 3.258, -3.001)
H (2.911, 1.577, -5.522)
H (1.861, 1.424, -4.107)
H (3.753, -0.250, -4.149)
H (4.899, 1.097, -4.038)
H (1.845, -0.821, -3.332)
H (0.176, -1.877, -1.916)
H (-0.730, -2.252, 0.158)
H (-1.382, -1.504, 4.107)
H (-3.633, -3.325, 3.454)
H (-2.955, -3.195, 5.095)
H (-4.965, -1.895, 5.128)
H (-3.625, -0.745, 5.100)
H (-5.307, -1.598, 2.688)
H (-5.496, -0.084, 3.598)
H (-2.950, 1.259, 3.691)
H (-1.398, 1.716, 1.467)
H (-4.038, -1.347, 0.606)
H (1.876, -0.041, 1.541)
H (3.577, 1.039, 0.105)

Forces on atoms 1 to 2 (eV/Å):
C -0.2 0.0 0.2
C 0.0 -0.1 -0.2

---

Density functional theory data (ωB97M-V/def2-TZVPD) for an isolated molecule of C19H25NO5S in a non-equilibrium geometry.

Calculated values
- total energy (a.u.) = -1568.1333
- Kohn-Sham gap (eV) = 9.13
- SMILES string = Cc1ccccc1S(=O)(=O)Cc1ccc(C(=O)NCCCOC(C)C)o1
- energy above the lowest of the compared OMol25 structures with the same formula, charge and spin (kJ/mol) = 245.9

Element x y z (Å)
C (2.494, 3.206, 1.896)
C (1.319, 3.380, 2.805)
C (1.361, 4.314, 3.838)
C (0.282, 4.501, 4.684)
C (-0.872, 3.751, 4.520)
C (-0.932, 2.817, 3.502)
C (0.152, 2.641, 2.662)
S (-0.048, 1.415, 1.356)
O (1.120, 0.579, 1.268)
O (-1.311, 0.757, 1.544)
C (-0.167, 2.416, -0.210)
C (0.416, 1.608, -1.289)
C (1.684, 1.568, -1.804)
C (1.698, 0.510, -2.735)
C (0.440, -0.034, -2.715)
C (-0.105, -1.155, -3.503)
O (0.555, -1.713, -4.363)
N (-1.393, -1.451, -3.223)
C (-2.042, -2.594, -3.816)
C (-2.391, -3.661, -2.777)
C (-1.206, -3.981, -1.868)
O (-1.165, -3.013, -0.846)
C (-0.149, -3.212, 0.129)
C (-0.669, -2.662, 1.453)
C (1.162, -2.531, -0.270)
O (-0.339, 0.635, -1.832)
H (2.512, 2.203, 1.482)
H (2.448, 3.925, 1.077)
H (3.418, 3.388, 2.440)
H (2.258, 4.900, 3.977)
H (0.344, 5.231, 5.476)
H (-1.713, 3.890, 5.181)
H (-1.805, 2.204, 3.341)
H (-1.229, 2.594, -0.347)
H (0.378, 3.339, -0.049)
H (2.497, 2.218, -1.553)
H (2.515, 0.179, -3.341)
H (-1.789, -1.091, -2.367)
H (-2.952, -2.270, -4.333)
H (-1.342, -2.995, -4.554)
H (-3.207, -3.310, -2.142)
H (-2.716, -4.565, -3.294)
H (-0.273, -3.987, -2.451)
H (-1.332, -4.982, -1.422)
H (0.024, -4.298, 0.229)
H (-0.901, -1.606, 1.349)
H (-1.572, -3.190, 1.751)
H (0.087, -2.781, 2.224)
H (1.081, -1.457, -0.126)
H (1.974, -2.898, 0.352)
H (1.402, -2.732, -1.312)

Forces on atoms 1 to 2 (eV/Å):
C 0.2 0.0 -0.1
C 0.1 0.1 0.1

---

Density functional theory data (ωB97M-V/def2-TZVPD) for an isolated molecule of C2H6N4O in a non-equilibrium geometry.

Calculated values
- total energy (a.u.) = -373.8967
- Kohn-Sham gap (eV) = 9.94
- SMILES string = [H]/N=C(/N)N(O)/C=N/[H]
- energy above the lowest of the compared OMol25 structures with the same formula, charge and spin (kJ/mol) = 561.0

Element x y z (Å)
H (-1.023, -2.221, -0.784)
N (0.062, -2.124, -0.725)
C (0.482, -0.925, -0.228)
N (1.913, -0.829, -0.406)
N (-0.170, 0.166, 0.422)
O (-1.594, -0.150, 0.293)
C (0.041, 1.485, 0.401)
N (-0.756, 2.353, 0.358)
H (-0.319, 3.128, 0.005)
H (1.908, -2.059, -0.319)
H (2.550, -0.399, 0.406)
H (-1.798, 0.741, -0.089)
H (0.959, 1.683, -0.142)

Forces on atoms 1 to 2 (eV/Å):
H 2.5 0.5 0.4
N -2.2 4.1 1.8

---

Density functional theory data (ωB97M-V/def2-TZVPD) for a cluster of 2 separate species, C10H10ClN3O in total in a non-equilibrium geometry.

Calculated values
- total energy (a.u.) = -1086.5445
- Kohn-Sham gap (alpha / beta) (eV) = 6.79 / 6.93
- 2S+1 = 3
- energy above the lowest of the compared OMol25 structures with the same formula, charge and spin (kJ/mol) = 44.6

Element x y z (Å)
C (4.378, 1.210, 0.401)
C (3.386, 2.194, 0.560)
C (-2.308, -0.116, 0.165)
C (-1.158, -0.988, -1.739)
C (3.946, 0.098, 1.103)
C (-2.255, -1.029, -0.890)
C (2.353, 1.653, 1.396)
C (-0.439, 0.827, -0.637)
C (-3.220, -2.112, -1.172)
C (1.081, 1.969, 1.802)
N (-1.433, 0.863, 0.252)
N (-0.214, -0.125, -1.608)
N (0.396, 1.893, -0.657)
O (2.728, 0.311, 1.563)
Cl (1.743, 1.924, -1.634)
H (5.332, 1.228, -0.123)
H (3.221, 3.199, 0.322)
H (-2.982, 0.016, 0.948)
H (-1.136, -1.796, -2.614)
H (4.506, -0.821, 1.337)
H (-2.958, -2.807, -2.027)
H (-3.512, -2.791, -0.268)
H (-4.075, -1.656, -1.428)
H (0.457, 1.251, 2.151)
H (0.771, 2.980, 1.828)

Forces on atoms 1 to 2 (eV/Å):
C 0.3 -0.1 0.2
C -0.8 -0.7 2.4

---

Density functional theory data (ωB97M-V/def2-TZVPD) for an isolated molecule of CClN3O in a non-equilibrium geometry.

Calculated values
- total energy (a.u.) = -737.7046
- Kohn-Sham gap (eV) = 10.65
- SMILES string = Clc1nnno1
- energy above the lowest of the compared OMol25 structures with the same formula, charge and spin (kJ/mol) = 37.7

Element x y z (Å)
Cl (1.964, -1.048, -0.579)
C (0.668, -0.138, -0.051)
N (-0.148, 0.442, -1.024)
N (-1.244, 0.665, -0.324)
N (-1.277, 0.401, 0.844)
O (0.037, -0.322, 1.133)

Forces on atoms 1 to 2 (eV/Å):
Cl 0.7 0.2 0.6
C -3.9 -0.5 -1.0

---

Density functional theory data (ωB97M-V/def2-TZVPD) for a structure of composition C4H9LuO3 in a non-equilibrium geometry.

Calculated values
- total energy (a.u.) = -1618.7547
- Kohn-Sham gap (alpha / beta) (eV) = 5.81 / 9.19
- 2S+1 = 2
- net charge = +1
- energy above the lowest of the compared OMol25 structures with the same formula, charge and spin (kJ/mol) = 0.0

Element x y z (Å)
O (0.414, 1.526, -0.360)
C (-0.403, 1.118, 0.687)
C (-1.412, 0.069, 0.253)
O (-0.676, -0.945, -0.432)
C (-1.438, -2.088, -0.776)
Lu (1.043, 0.018, -1.732)
H (-0.964, 1.959, 1.139)
H (0.216, 0.657, 1.487)
H (-2.178, 0.490, -0.419)
H (-1.926, -0.372, 1.122)
H (-0.781, -2.770, -1.328)
H (-1.801, -2.583, 0.136)
H (-2.297, -1.809, -1.406)
O (2.859, 0.199, -0.278)
C (2.961, 1.205, 0.446)
H (3.075, 2.196, -0.033)
H (3.307, 1.130, 1.493)

Forces on atoms 1 to 2 (eV/Å):
O 0.4 -1.3 -1.7
C -0.3 -0.1 0.9